1.
{"formula": "C8H16NS2", "method": "wB97M-V/def2-TZVPD", "species": ["C", "C", "C", "C", "C", "C", "C", "C", "N", "S", "S", "H", "H", "H", "H", "H", "H", "H", "H", "H", "H", "H", "H", "H", "H", "H", "H"], "coordinates": [[0.89, -1.14, 0.69], [0.88, 0.17, 1.03], [-0.30, 1.17, 0.91], [-0.16, -2.05, 0.45], [-0.84, 1.23, -0.55], [2.21, 0.73, 1.49], [0.11, -3.06, -0.57], [0.22, 1.73, -1.63], [-1.49, 0.13, -0.99], [-1.58, -2.16, 1.34], [-2.10, 2.76, -0.35], [1.86, -1.55, 0.55], [-1.12, 0.98, 1.56], [0.18, 2.10, 1.04], [2.16, 1.32, 2.48], [2.45, 1.37, 0.66], [2.88, -0.01, 1.51], [-0.07, -4.12, -0.15], [1.08, -2.91, -0.81], [-0.51, -3.12, -1.49], [0.40, 2.69, -1.33], [-0.49, 1.74, -2.44], [1.08, 1.08, -1.73], [-1.20, -0.37, -1.78], [-2.34, -0.27, -0.68], [-1.46, -1.11, 2.28], [-2.74, 2.68, -1.48]], "charge": 1, "homo_ha": -0.4438, "gap_ev": 6.4240}

2.
{"formula": "C8H16O", "method": "wB97M-V/def2-TZVPD", "species": ["C", "C", "C", "C", "C", "C", "C", "C", "O", "H", "H", "H", "H", "H", "H", "H", "H", "H", "H", "H", "H", "H", "H", "H", "H"], "coordinates": [[1.58, -0.38, -1.29], [0.60, 0.49, -0.45], [0.77, 1.99, -0.42], [-0.05, -0.14, 0.73], [-0.25, 0.67, 1.94], [0.51, -1.53, 1.06], [-1.08, 0.01, -0.31], [-1.60, -1.23, -1.00], [-1.96, 1.08, -0.36], [2.49, -0.39, -0.73], [1.73, 0.03, -2.27], [1.16, -1.32, -1.24], [1.02, 2.21, -1.51], [1.69, 2.15, 0.26], [-0.16, 2.49, -0.01], [-0.76, 0.18, 2.69], [-0.84, 1.58, 1.87], [0.69, 1.00, 2.40], [-0.03, -2.21, 0.42], [0.32, -1.76, 2.09], [1.52, -1.44, 0.80], [-2.64, -1.49, -0.58], [-0.98, -2.07, -0.65], [-1.64, -1.22, -2.15], [-2.08, 1.29, -1.30]], "charge": 0, "smiles": "CC1(C)C(C)(C)C1(C)O", "homo_ha": -0.2886, "gap_ev": 8.6624}

3.
{"formula": "C8H16O2Si", "method": "wB97M-V/def2-TZVPD", "species": ["C", "C", "C", "C", "C", "C", "C", "C", "O", "O", "Si", "H", "H", "H", "H", "H", "H", "H", "H", "H", "H", "H", "H", "H", "H", "H", "H"], "coordinates": [[3.74, -0.44, 1.49], [2.87, 0.05, 0.61], [-1.79, 0.81, -1.43], [-2.21, 1.37, -0.09], [-0.60, -0.08, -1.21], [-2.32, 0.34, 0.98], [-0.67, -1.01, -0.05], [2.72, 1.38, -0.09], [-1.13, -0.40, 1.19], [-1.63, -2.05, -0.52], [0.73, -2.25, 0.27], [3.75, -1.51, 1.78], [4.69, 0.14, 1.88], [-2.75, 0.36, -1.80], [-1.69, 1.56, -2.10], [-1.57, 2.14, 0.31], [-3.19, 1.96, 0.04], [-0.42, -0.78, -2.04], [0.21, 0.68, -1.19], [-2.51, 0.82, 1.89], [-3.26, -0.42, 0.81], [2.51, 2.18, 0.68], [1.99, 1.29, -0.93], [3.72, 1.78, -0.47], [-2.55, -1.75, -0.26], [0.49, -3.24, 1.28], [0.88, -2.93, -1.05]], "charge": 0, "homo_ha": [-0.3032, -0.2722], "gap_ev": [8.0533, 7.3089]}